(1)
{
  "formula": "C17H10O15PS",
  "method": "the ωB97M-V functional and the def2-TZVPD basis",
  "e_tot_ha": -2522.14688,
  "orbital_gap_ev": 5.865,
  "homo_ev": -5.59,
  "charge": -1,
  "symbols": ["O", "C", "O", "C", "C", "P", "O", "O", "S", "C", "O", "O", "C", "O", "H", "H", "C", "C", "C", "O", "C", "C", "C", "O", "O", "O", "H", "H", "H", "H", "C", "C", "C", "O", "C", "C", "C", "O", "O", "O", "H", "H", "H", "H"],
  "positions_angstrom": [[3.080, -2.626, -0.210], [3.627, -2.194, -1.230], [4.157, -2.788, -2.217], [3.696, -0.701, -1.416], [2.732, 0.140, -1.812], [1.036, -0.156, -2.210], [0.790, -1.689, -2.072], [0.741, 0.265, -3.718], [-0.137, 0.888, -1.039], [3.273, 1.506, -1.879], [2.747, 2.555, -1.966], [4.657, 1.378, -1.779], [4.896, 0.169, -1.183], [5.867, -0.083, -0.564], [-0.152, -1.799, -1.870], [0.471, 1.192, -3.657], [-1.198, -5.417, 2.264], [-0.893, -4.216, 1.747], [-0.841, -3.982, 0.261], [-0.583, -2.856, -0.106], [-1.097, -5.103, -0.628], [-1.394, -6.299, -0.108], [-1.476, -6.527, 1.378], [-1.774, -7.647, 1.757], [-1.641, -7.377, -0.844], [-0.620, -3.156, 2.482], [-1.242, -5.597, 3.328], [-1.035, -4.929, -1.693], [-1.825, -8.094, -0.208], [-0.421, -2.429, 1.856], [-1.095, 4.305, 1.504], [-1.137, 5.255, 2.446], [-1.874, 6.550, 2.242], [-1.875, 7.352, 3.161], [-2.538, 6.778, 0.972], [-2.495, 5.830, 0.026], [-1.779, 4.522, 0.239], [-1.807, 3.714, -0.664], [-3.069, 5.953, -1.160], [-0.540, 5.139, 3.628], [-0.569, 3.369, 1.637], [-3.051, 7.719, 0.831], [-2.876, 5.118, -1.633], [-0.734, 5.966, 4.107]],
  "atomic_forces_ev_per_a": [[0.14, 0.28, -0.11], [0.65, -1.40, -0.80], [-0.56, 0.83, 1.03], [-0.45, 0.25, 0.09], [-0.25, -0.39, -0.65], [-1.12, 1.32, 2.08], [0.30, -0.37, -1.01], [0.51, -0.09, -0.47], [0.14, -0.14, -0.27], [0.58, -1.18, -0.18], [-0.45, 1.19, -0.44], [0.24, 0.94, 0.61], [-0.47, -0.96, -0.31], [0.96, 0.07, 0.23], [0.08, -0.39, 0.39], [-0.14, 0.03, -0.20], [-0.08, -0.17, 0.04], [0.07, -0.13, 0.26], [0.07, -0.31, -0.27], [-0.28, 0.16, 0.05], [-0.02, 0.17, -0.06], [0.05, 0.12, -0.21], [0.08, 0.24, 0.34], [-0.03, -0.14, -0.15], [-0.04, -0.07, 0.04], [-0.04, 0.11, -0.09], [0.01, 0.03, 0.01], [0.03, -0.03, -0.01], [0.00, -0.03, 0.06], [0.08, 0.01, -0.01], [0.00, -0.11, -0.06], [0.08, -0.23, -0.07], [-0.18, 0.14, -0.29], [0.10, -0.05, 0.14], [-0.01, 0.11, 0.13], [-0.07, 0.26, 0.06], [0.31, -0.19, 0.37], [-0.25, 0.12, -0.24], [-0.01, -0.08, -0.08], [-0.02, 0.08, 0.06], [0.01, 0.01, -0.01], [-0.01, -0.01, -0.02], [0.03, -0.06, -0.01], [-0.02, 0.05, 0.02]]
}

***

(2)
{
  "formula": "C17H11F2IrN2OS",
  "method": "the ωB97M-V functional and the def2-TZVPD basis",
  "e_tot_ha": -1541.04083,
  "de_lowest_kj_mol": 213.5,
  "multiplicity": 2,
  "orbital_gap_ev": [6.767, 6.307],
  "homo_ev": [-11.38, -10.96],
  "charge": 1,
  "s_squared": 0.8756,
  "symbols": ["Ir", "F", "C", "C", "C", "C", "C", "F", "C", "C", "C", "C", "C", "C", "N", "H", "H", "H", "H", "H", "H", "O", "N", "C", "C", "C", "C", "C", "H", "H", "H", "H", "H", "S", "C"],
  "positions_angstrom": [[-1.050, -1.048, 0.097], [-3.029, 3.188, 2.941], [-2.052, 2.298, 2.781], [-2.129, 1.372, 1.738], [-1.105, 0.481, 1.525], [0.044, 0.449, 2.403], [0.049, 1.416, 3.454], [1.077, 1.452, 4.312], [-0.955, 2.328, 3.644], [1.042, -0.540, 2.184], [2.210, -0.733, 2.965], [3.118, -1.704, 2.634], [2.869, -2.535, 1.524], [1.704, -2.338, 0.811], [0.827, -1.395, 1.114], [-3.005, 1.396, 1.105], [-0.897, 3.058, 4.437], [2.380, -0.107, 3.823], [4.018, -1.836, 3.212], [3.557, -3.310, 1.232], [1.463, -2.963, -0.040], [0.154, -0.286, -1.598], [-0.140, 0.146, -2.797], [0.134, 1.430, -3.116], [-0.054, 1.887, -4.396], [-0.552, 1.028, -5.374], [-0.862, -0.280, -5.014], [-0.655, -0.695, -3.722], [0.523, 2.041, -2.316], [0.194, 2.910, -4.632], [-0.702, 1.368, -6.384], [-1.250, -0.978, -5.741], [-0.869, -1.695, -3.378], [-3.593, -3.376, 0.531], [-2.462, -2.431, 0.042]],
  "atomic_forces_ev_per_a": [[0.05, -0.48, 0.17], [0.06, -0.14, 0.01], [0.91, -0.43, -0.10], [-0.44, 0.50, -0.03], [1.30, -1.87, 0.61], [-2.02, 1.84, 0.43], [0.32, -1.19, -1.11], [-0.04, 0.10, 0.03], [-0.91, 0.34, -0.33], [1.88, -2.01, -0.41], [-1.04, 0.58, -0.32], [-0.06, -0.93, -1.04], [0.01, 0.60, 0.65], [0.28, -0.43, -0.21], [-1.11, 2.06, 1.17], [-0.09, -0.08, -0.07], [0.02, 0.00, 0.08], [0.03, 0.03, -0.02], [0.06, 0.00, 0.10], [0.06, -0.07, -0.04], [-0.06, 0.04, -0.01], [-0.04, -0.42, 0.81], [-0.39, 0.25, -1.08], [0.10, -0.18, 0.22], [-0.22, -0.23, -0.50], [0.04, -0.12, 0.48], [0.07, 0.45, -0.23], [0.12, -0.03, 0.27], [0.01, -0.13, 0.08], [0.01, 0.07, 0.04], [0.00, 0.07, -0.14], [-0.04, -0.04, 0.05], [0.06, 0.01, 0.12], [1.07, 0.68, -0.59], [0.03, 1.13, 0.90]]
}

***

(3)
{
  "formula": "C17H11F3NO7S3",
  "method": "the ωB97M-V functional and the def2-TZVPD basis",
  "e_tot_ha": -2729.95583,
  "de_lowest_kj_mol": 0.0,
  "orbital_gap_ev": 4.206,
  "homo_ev": -2.67,
  "charge": -1,
  "symbols": ["F", "C", "F", "F", "S", "N", "C", "O", "C", "C", "C", "C", "C", "C", "C", "O", "H", "H", "H", "H", "C", "O", "C", "S", "O", "O", "C", "C", "C", "C", "C", "C", "S", "O", "O", "H", "H", "H", "H", "H", "H", "H"],
  "positions_angstrom": [[-2.370, -2.968, -1.303], [-1.584, -2.856, -0.184], [-2.278, -3.410, 0.836], [-0.465, -3.628, -0.383], [-1.058, -1.124, 0.056], [-1.295, -1.207, 1.830], [-0.211, -1.347, 2.724], [0.971, -1.383, 2.461], [-0.872, -1.546, 4.055], [-2.245, -1.623, 3.878], [-3.083, -2.015, 4.919], [-2.509, -2.283, 6.173], [-1.127, -2.132, 6.370], [-0.293, -1.783, 5.296], [-2.567, -1.275, 2.461], [-3.654, -1.111, 1.942], [-4.159, -2.113, 4.755], [-3.133, -2.606, 7.011], [-0.711, -2.283, 7.366], [0.786, -1.693, 5.414], [0.094, -1.790, -2.993], [0.942, -0.896, -2.071], [0.820, 0.402, -2.026], [1.999, 1.465, -1.108], [1.356, 2.037, 0.052], [3.282, 0.806, -0.997], [2.172, 2.784, -2.350], [1.298, 2.710, -3.418], [1.366, 3.610, -4.478], [2.284, 4.654, -4.425], [3.148, 4.767, -3.328], [3.099, 3.830, -2.289], [0.198, 1.286, -3.474], [0.578, 0.602, -4.699], [-1.174, 1.710, -3.260], [0.816, -2.414, -3.525], [-0.543, -2.388, -2.338], [-0.497, -1.176, -3.679], [0.698, 3.487, -5.326], [2.314, 5.384, -5.233], [3.847, 5.600, -3.279], [3.761, 3.911, -1.432]],
  "atomic_forces_ev_per_a": [[0.72, -0.02, 1.03], [0.18, -0.74, -0.51], [0.54, 0.25, -0.70], [-1.21, 0.17, 0.14], [-0.66, -0.05, 2.21], [0.12, 0.49, -1.93], [0.80, -0.18, -0.08], [-1.51, 0.12, 0.23], [0.07, -0.33, 0.51], [-0.20, -0.03, 0.58], [-0.03, 0.09, 0.07], [0.22, 0.16, -0.26], [-0.21, 0.13, -0.48], [-0.04, 0.04, 0.14], [-0.66, -0.02, -0.63], [1.48, -0.21, 0.64], [0.37, 0.06, 0.05], [0.15, 0.16, -0.34], [-0.03, -0.05, -0.29], [-0.23, -0.06, 0.00], [1.17, 1.81, 1.43], [0.35, -5.68, -1.35], [-1.33, 6.31, -0.41], [-1.83, -1.97, -2.61], [0.64, 0.24, 0.17], [0.21, 0.22, 0.66], [-0.12, 0.39, 0.22], [-0.18, 0.01, -0.26], [-0.09, 0.06, 0.30], [0.07, -0.09, 0.21], [-0.24, -0.21, 0.04], [-0.27, -0.07, -0.09], [2.01, -0.57, 2.88], [-0.75, -0.17, -0.63], [0.18, 0.08, -0.92], [-0.24, 0.18, 0.05], [0.31, 0.13, -0.45], [0.18, -0.30, 0.16], [0.07, 0.05, 0.12], [0.09, -0.17, 0.18], [-0.06, -0.21, 0.01], [-0.02, -0.02, -0.11]]
}